# 1
{
  "formula": "C9H32O7",
  "method": "ωB97M-V/def2-TZVPD",
  "smiles": "CC(C)O.CO.CO.CO.CO.CO.CO",
  "charge": 0,
  "gap_ha": 0.3749,
  "multiplicity": 1,
  "elements": ["C", "C", "C", "O", "H", "H", "H", "H", "H", "H", "H", "H", "C", "O", "H", "H", "H", "H", "C", "O", "H", "H", "H", "H", "C", "O", "H", "H", "H", "H", "C", "O", "H", "H", "H", "H", "C", "O", "H", "H", "H", "H", "C", "O", "H", "H", "H", "H"],
  "xyz": [[-8.796, -32.371, -4.537], [-7.926, -32.666, -3.295], [-6.739, -31.698, -3.221], [-8.603, -32.679, -2.068], [-9.453, -33.205, -4.784], [-8.196, -32.389, -5.447], [-9.293, -31.408, -4.419], [-7.436, -33.639, -3.288], [-7.015, -30.689, -2.914], [-6.181, -31.646, -4.156], [-5.969, -32.037, -2.528], [-9.549, -32.687, -2.233], [-6.714, -28.329, -5.005], [-5.459, -28.748, -4.537], [-7.578, -28.585, -4.391], [-6.688, -27.244, -5.109], [-6.796, -28.769, -5.999], [-5.401, -28.521, -3.606], [-8.755, -29.238, -1.113], [-7.790, -28.277, -0.955], [-8.555, -30.086, -0.459], [-9.793, -28.986, -0.892], [-8.643, -29.730, -2.079], [-7.045, -28.551, -1.496], [-5.824, -35.241, -1.032], [-6.133, -33.956, -0.586], [-5.505, -35.887, -0.214], [-6.740, -35.747, -1.338], [-5.173, -35.306, -1.903], [-6.884, -33.613, -1.077], [-3.757, -31.337, -6.690], [-4.966, -31.083, -6.107], [-3.199, -32.227, -6.399], [-3.955, -31.248, -7.758], [-3.015, -30.560, -6.507], [-4.908, -30.203, -5.728], [-12.375, -33.327, -2.862], [-11.382, -32.571, -2.210], [-12.566, -34.261, -2.333], [-13.343, -32.843, -2.997], [-12.116, -33.618, -3.880], [-11.805, -31.891, -1.680], [-6.284, -31.953, -9.251], [-7.081, -32.073, -8.156], [-6.084, -33.004, -9.457], [-6.850, -31.589, -10.108], [-5.431, -31.297, -9.082], [-6.580, -31.892, -7.357]]
}

***

# 2
{
  "formula": "C9H32O7",
  "method": "ωB97M-V/def2-TZVPD",
  "smiles": "CCO.CCO.CCO.CCO.CO.O.O",
  "charge": 0,
  "gap_ha": 0.3838,
  "multiplicity": 1,
  "elements": ["C", "O", "H", "H", "H", "H", "C", "C", "O", "H", "H", "H", "H", "H", "H", "C", "C", "O", "H", "H", "H", "H", "H", "H", "C", "C", "O", "H", "H", "H", "H", "H", "H", "C", "C", "O", "H", "H", "H", "H", "H", "H", "O", "H", "H", "O", "H", "H"],
  "xyz": [[-6.720, 21.279, 32.569], [-5.408, 21.632, 32.852], [-7.451, 22.019, 32.893], [-6.799, 21.277, 31.482], [-6.947, 20.304, 33.000], [-5.206, 22.422, 32.345], [-7.690, 29.577, 35.409], [-9.147, 29.295, 34.921], [-9.519, 30.416, 34.102], [-7.736, 30.402, 36.120], [-7.073, 30.003, 34.617], [-7.232, 28.676, 35.817], [-9.770, 29.214, 35.812], [-9.124, 28.401, 34.298], [-9.882, 31.062, 34.714], [-13.654, 25.042, 23.213], [-14.148, 24.710, 21.752], [-13.594, 23.514, 21.290], [-14.086, 25.994, 23.519], [-12.572, 25.146, 23.301], [-13.971, 24.351, 23.995], [-13.836, 25.499, 21.066], [-15.231, 24.596, 21.716], [-14.294, 22.857, 21.297], [-12.754, 18.423, 30.970], [-12.018, 18.261, 29.659], [-12.066, 19.435, 28.921], [-13.017, 17.437, 31.351], [-13.666, 19.015, 30.896], [-12.143, 18.917, 31.725], [-12.494, 17.421, 29.152], [-10.996, 17.938, 29.851], [-11.765, 19.324, 28.016], [-10.726, 24.945, 28.920], [-11.703, 24.652, 30.033], [-12.877, 24.093, 29.458], [-10.944, 25.849, 28.352], [-10.519, 24.039, 28.350], [-9.869, 25.223, 29.533], [-11.961, 25.614, 30.476], [-11.293, 24.037, 30.834], [-12.496, 23.256, 29.184], [-16.492, 26.745, 28.278], [-15.838, 26.111, 28.572], [-16.054, 27.593, 28.354], [-13.932, 29.809, 32.320], [-13.038, 29.881, 32.653], [-13.852, 29.969, 31.380]]
}

***

# 3
{
  "formula": "C9H32O9",
  "method": "ωB97M-V/def2-TZVPD",
  "charge": 0,
  "gap_ha": 0.3106,
  "multiplicity": 1,
  "elements": ["C", "C", "O", "O", "H", "H", "H", "H", "H", "H", "C", "C", "O", "O", "H", "H", "H", "H", "H", "H", "C", "O", "H", "H", "H", "H", "C", "O", "H", "H", "H", "H", "C", "O", "H", "H", "H", "H", "C", "O", "H", "H", "H", "H", "C", "O", "H", "H", "H", "H"],
  "xyz": [[-2.705, -1.285, -0.595], [-3.275, 0.114, -0.784], [-3.594, 0.345, -2.155], [-3.668, -2.342, -0.643], [-2.094, -1.316, 0.307], [-1.934, -1.413, -1.355], [-2.434, 0.758, -0.528], [-4.118, 0.393, -0.151], [-2.815, 0.474, -2.701], [-3.600, -2.889, 0.143], [0.886, 2.206, -1.451], [2.140, 1.184, -1.524], [3.186, 1.606, -0.653], [0.366, 2.220, -0.090], [0.106, 1.923, -2.158], [1.217, 3.209, -1.720], [2.422, 1.193, -2.576], [1.984, 0.172, -1.150], [2.848, 1.960, 0.173], [0.013, 3.084, 0.135], [-0.504, -0.399, -2.901], [-1.844, -0.068, -3.048], [-0.149, -0.137, -1.904], [-0.288, -1.461, -2.785], [0.144, 0.185, -3.555], [-1.965, -0.098, -4.000], [-0.588, -0.003, 1.251], [-0.519, 0.397, -0.115], [-1.660, -0.011, 1.448], [-0.118, -0.973, 1.411], [-0.081, 0.794, 1.795], [0.052, 1.160, -0.229], [2.467, 2.150, 2.441], [2.974, 2.711, 1.229], [1.438, 1.823, 2.292], [3.091, 1.381, 2.897], [2.517, 2.967, 3.161], [3.922, 2.559, 1.214], [0.366, -1.858, 3.834], [0.762, -0.417, 3.889], [0.256, -2.182, 2.799], [1.231, -2.376, 4.249], [-0.562, -2.063, 4.368], [1.177, -0.336, 3.027], [0.583, -2.362, -0.375], [0.586, -3.354, -1.308], [0.675, -2.704, 0.656], [1.533, -1.828, -0.403], [-0.079, -1.535, -0.630], [-0.349, -3.560, -1.234]]
}

***

# 4
{
  "formula": "C9H33N10O8",
  "method": "ωB97M-V/def2-TZVPD",
  "charge": -1,
  "gap_ha": 0.2258,
  "multiplicity": 1,
  "elements": ["O", "H", "C", "C", "O", "H", "H", "H", "H", "H", "H", "C", "C", "O", "H", "H", "H", "H", "H", "H", "C", "O", "N", "N", "H", "H", "H", "H", "C", "O", "N", "N", "H", "H", "H", "H", "C", "O", "N", "N", "H", "H", "H", "H", "C", "O", "N", "N", "H", "H", "H", "H", "C", "O", "N", "N", "H", "H", "H", "H"],
  "xyz": [[-0.265, -0.615, 0.498], [0.172, 0.022, -0.101], [3.503, 5.845, -2.429], [3.413, 4.350, -2.430], [3.074, 3.963, -3.782], [3.651, 6.222, -1.417], [2.576, 6.364, -2.674], [4.233, 6.146, -3.180], [2.635, 4.192, -1.683], [4.365, 3.959, -2.070], [2.115, 3.974, -3.813], [3.296, -3.628, -5.317], [3.018, -3.062, -3.948], [1.917, -3.582, -3.362], [4.126, -3.092, -5.778], [2.479, -3.579, -6.036], [3.616, -4.656, -5.142], [2.983, -1.978, -4.061], [3.890, -3.073, -3.295], [1.439, -2.962, -2.806], [-3.654, 3.060, -3.139], [-2.566, 3.571, -3.356], [-3.916, 2.176, -2.182], [-4.697, 3.315, -3.800], [-4.893, 2.014, -1.983], [-3.136, 1.721, -1.729], [-4.621, 3.971, -4.565], [-5.572, 3.015, -3.394], [3.958, 1.275, 2.662], [5.069, 1.626, 3.027], [3.614, 0.226, 1.903], [2.853, 1.976, 2.848], [2.665, -0.079, 1.741], [4.379, -0.217, 1.414], [1.934, 1.668, 2.564], [2.810, 2.710, 3.541], [0.447, -4.227, 4.395], [0.558, -5.172, 5.170], [1.099, -4.198, 3.289], [-0.301, -3.138, 4.566], [0.775, -3.504, 2.631], [1.776, -4.905, 3.038], [-0.756, -2.816, 5.409], [-0.443, -2.589, 3.730], [-4.038, -4.937, -0.627], [-5.102, -5.462, -0.747], [-2.927, -5.309, -1.209], [-3.881, -3.767, -0.089], [-2.053, -4.821, -1.076], [-2.861, -6.186, -1.706], [-4.677, -3.307, 0.331], [-3.023, -3.258, -0.247], [-3.228, 2.153, 5.295], [-3.498, 1.101, 5.856], [-3.625, 3.292, 5.782], [-2.636, 2.262, 4.122], [-3.236, 4.135, 5.384], [-3.830, 3.311, 6.770], [-2.562, 1.396, 3.606], [-2.438, 3.105, 3.602]]
}

***

# 5
{
  "formula": "C9H33N9NbO19",
  "method": "ωB97M-V/def2-TZVPD",
  "charge": -1,
  "gap_ha": 0.2201,
  "multiplicity": 1,
  "elements": ["O", "Nb", "H", "H", "H", "H", "H", "H", "C", "N", "O", "O", "H", "H", "H", "C", "N", "O", "O", "H", "H", "H", "C", "N", "O", "O", "H", "H", "H", "C", "N", "O", "O", "H", "H", "H", "C", "N", "O", "O", "H", "H", "H", "C", "N", "O", "O", "H", "H", "H", "C", "N", "O", "O", "H", "H", "H", "C", "N", "O", "O", "H", "H", "H", "C", "N", "O", "O", "H", "H", "H"],
  "xyz": [[-3.715, -0.930, 1.958], [-5.683, -0.420, 1.402], [-3.162, -0.333, 1.439], [-6.159, -0.185, 3.157], [-6.236, -2.153, 1.490], [-5.117, -0.590, -0.350], [-5.263, 1.367, 1.380], [-7.347, 0.055, 0.849], [-3.940, 3.688, -1.310], [-4.016, 2.222, -1.508], [-5.083, 1.765, -1.845], [-3.003, 1.586, -1.317], [-4.915, 4.113, -1.516], [-3.650, 3.867, -0.277], [-3.196, 4.075, -2.001], [-0.874, -1.047, 3.518], [0.288, -0.363, 2.896], [1.120, 0.129, 3.635], [0.332, -0.341, 1.690], [-0.774, -0.987, 4.597], [-1.777, -0.540, 3.184], [-0.862, -2.082, 3.186], [-4.306, -0.439, -3.792], [-4.864, -0.748, -5.138], [-5.999, -1.157, -5.203], [-4.134, -0.560, -6.093], [-5.057, -0.647, -3.040], [-3.430, -1.054, -3.641], [-4.046, 0.617, -3.795], [-3.300, -4.838, -2.875], [-4.019, -3.546, -2.983], [-3.722, -2.679, -2.193], [-4.852, -3.455, -3.856], [-2.594, -4.771, -2.057], [-4.041, -5.611, -2.684], [-2.787, -5.008, -3.815], [3.987, 1.223, 5.160], [4.988, 0.430, 5.920], [5.400, 0.901, 6.963], [5.323, -0.631, 5.446], [3.788, 2.141, 5.703], [4.412, 1.435, 4.183], [3.086, 0.621, 5.075], [-6.828, 3.641, -4.377], [-5.683, 4.363, -4.991], [-4.867, 4.861, -4.245], [-5.642, 4.401, -6.199], [-6.731, 3.687, -3.297], [-7.739, 4.134, -4.707], [-6.790, 2.612, -4.724], [8.520, 1.605, 5.427], [8.491, 2.592, 4.319], [7.478, 3.234, 4.166], [9.490, 2.687, 3.638], [7.565, 1.631, 5.943], [8.695, 0.626, 4.990], [9.329, 1.888, 6.096], [1.352, -4.998, -2.253], [0.099, -5.109, -3.042], [-0.154, -6.180, -3.551], [-0.586, -4.117, -3.120], [1.859, -5.957, -2.271], [1.963, -4.228, -2.717], [1.076, -4.722, -1.239], [10.826, 1.688, 0.841], [11.650, 0.525, 0.425], [12.781, 0.743, 0.047], [11.132, -0.567, 0.493], [11.416, 2.591, 0.727], [9.950, 1.714, 0.198], [10.546, 1.537, 1.879]]
}